No. 1
Molecular formula: C4H9N3O
Method: DFT, the ωB97M-V functional and the def2-TZVPD basis

Properties
HOMO-LUMO gap: 7.99 eV
SMILES: [H]/N=C(\C)O/C(N)=C/N
Total charge: 0
HOMO energy: -0.2590 Eh

Each line ends with the natural charge from an NBO analysis.
Geometry (Å):
1 C 0.4073 -0.9009 0.2817  0.37
2 N 2.7077 -0.4735 0.9660  -0.82
3 H -2.4919 0.2959 -2.0254  0.23
4 H -1.5643 2.3047 0.6075  0.34
5 H 2.4734 -0.9594 1.8317  0.36
6 H -0.4398 -2.6674 0.5587  0.39
7 O -0.6738 -0.5437 -0.5432  -0.50
8 N -1.0619 1.4185 0.7037  -0.70
9 H 1.6579 0.6587 -0.4043  0.19
10 H 1.1573 -2.5459 1.0868  0.38
11 H 3.2262 0.3797 1.1665  0.38
12 C -1.2140 0.6962 -0.3557  0.58
13 N 0.2616 -2.0743 0.9900  -0.84
14 C -1.9852 1.1437 -1.5574  -0.69
15 H -1.2888 1.5905 -2.2730  0.23
16 C 1.5619 -0.2113 0.2411  -0.12
17 H -2.7337 1.8884 -1.2748  0.22

No. 2
Molecular formula: CH2FNO3
Method: DFT, the ωB97M-V functional and the def2-TZVPD basis

Properties
HOMO-LUMO gap (alpha / beta): 9.28 / 7.82 eV
Multiplicity: 3
Total charge: 0
HOMO energy (alpha / beta): -0.3257 / -0.4010 Eh

Each line ends with the natural charge from an NBO analysis.
Geometry (Å):
1 O -0.1820 -0.8784 -2.5895  -0.50
2 H -0.5452 0.9120 -0.0894  0.41
3 H 2.1036 0.4805 1.0748  0.46
4 O 1.4622 1.0761 0.6775  -0.23
5 F 2.4521 1.9672 0.1564  -0.22
6 O -0.0044 -1.2105 -0.2156  -0.39
7 N -0.9577 -0.0747 -0.4901  -0.37
8 C -0.3636 -0.7068 -1.4559  0.86

No. 3
Molecular formula: C8H9N4OP
Method: DFT, the ωB97M-V functional and the def2-TZVPD basis

Properties
HOMO-LUMO gap: 9.20 eV
SMILES: O[P@@]12=C3C=CC=C4N=NN1[C@@]432.C=NC
Total charge: 0
HOMO energy: -0.3365 Eh

Each line ends with the natural charge from an NBO analysis.
Geometry (Å):
1 C -1.4003 -0.0454 -0.0905  -0.07
2 P 1.7627 -2.0542 1.5003  1.39
3 H 1.5879 2.8456 -1.0322  0.23
4 N -2.0524 -0.8961 -0.7581  -0.40
5 N 2.2459 -0.0976 -1.9265  -0.21
6 C -3.4020 -0.6533 -1.2018  -0.43
7 C 1.8088 -0.2536 0.2006  0.03
8 N 2.3893 -1.2958 -1.5678  0.01
9 H -3.9289 0.1523 -0.7097  0.17
10 C 0.9525 1.0946 1.8888  -0.21
11 N 2.0870 -1.4969 -0.2788  -0.48
12 H -0.3959 -0.0931 0.2398  0.18
13 C 1.1208 2.1052 0.9016  -0.23
14 C 1.3155 -0.1892 1.5040  -0.38
15 H -0.1253 -2.4549 0.5900  0.51
16 H 0.4176 1.4761 2.7054  0.23
17 H 0.7757 3.1232 1.2410  0.22
18 H -3.7880 -1.5601 -1.0990  0.20
19 C 1.5696 1.9830 -0.4091  -0.18
20 O 0.3926 -2.8091 1.2260  -0.96
21 H -1.9575 0.8389 0.2022  0.12
22 H -3.2534 -0.3931 -2.3150  0.21
23 C 1.8778 0.6736 -0.8111  0.03

Energy relative to the best compared isomer or geometry (same formula, charge and spin) list, top to bottom, in kcal/mol: 39.9, 3.7, 72.7